# C51H86NO17RbS6

A molecular structure, C51H86NO17RbS6 in a non-equilibrium geometry (ωB97M-V/def2-TZVPD, the OMol25 dataset).

Computed properties:
spin multiplicity: 1
energy: -156229.630 eV
total charge: -2
orbital gap: 1.62 eV

Positions of all 162 atoms, in Å:
Rb1 0.66 6.77 5.42
C1 3.58 -0.94 0.17
C2 2.30 -0.18 -0.26
C3 1.55 -1.33 -1.02
C4 0.11 -0.94 -1.44
C5 -0.60 -0.46 -0.16
C6 -0.01 0.78 0.54
N1 1.48 0.43 0.85
O1 2.15 1.56 1.49
C7 -0.74 0.89 1.89
C8 -0.32 2.02 -0.38
C9 2.70 0.85 -1.36
H1 4.00 -0.34 0.98
H2 4.29 -1.00 -0.65
H3 3.47 -1.98 0.49
H4 1.49 -2.33 -0.57
H5 2.12 -1.47 -1.94
H6 -0.36 -1.85 -1.81
H7 0.13 -0.34 -2.35
H8 -0.59 -1.35 0.47
H9 -1.66 -0.30 -0.40
H10 -0.46 1.80 2.42
H11 -0.68 0.04 2.56
H12 -1.77 1.06 1.58
H13 -1.06 2.77 -0.09
H14 -0.51 1.64 -1.38
H15 0.41 2.82 -0.43
H16 3.34 1.63 -0.97
H17 1.88 1.42 -1.82
H18 3.27 0.40 -2.17
C10 -1.70 3.68 14.21
C11 -2.33 4.23 13.20
C12 -2.17 3.71 11.74
O2 -2.84 4.14 10.70
C13 -1.44 2.57 11.46
C14 -0.67 1.94 12.55
C15 -0.81 2.56 14.02
O3 -0.02 2.12 14.88
O4 -0.02 0.83 12.30
O5 -3.15 5.19 13.55
H19 -1.70 4.14 15.18
H20 -1.50 2.03 10.53
C16 -2.74 12.17 -0.84
S1 -4.44 12.44 -0.16
O6 -4.39 11.81 1.19
C17 -4.39 14.27 -0.04
H21 -2.76 12.58 -1.85
H22 -2.41 11.14 -0.74
H23 -1.98 12.63 -0.20
H24 -4.20 14.84 -0.95
H25 -3.69 14.58 0.73
H26 -5.42 14.57 0.16
C18 10.94 -6.07 3.12
S2 10.33 -6.06 4.84
O7 8.99 -5.36 4.65
C19 9.97 -7.88 4.79
H27 11.17 -5.05 2.83
H28 10.19 -6.45 2.43
H29 11.85 -6.67 3.07
H30 10.92 -8.41 4.76
H31 9.44 -8.07 3.86
H32 9.39 -8.18 5.66
C20 -7.67 -4.62 1.98
S3 -9.32 -5.09 1.22
O8 -9.25 -6.55 0.98
C21 -10.46 -5.03 2.73
H33 -7.26 -5.37 2.67
H34 -7.92 -3.70 2.51
H35 -7.16 -4.40 1.04
H36 -10.73 -4.01 2.98
H37 -9.85 -5.52 3.49
H38 -11.41 -5.53 2.55
C22 6.17 6.67 -5.14
S4 6.11 8.16 -3.98
O9 6.31 9.40 -4.85
C23 4.27 7.88 -3.67
H39 5.36 6.75 -5.86
H40 6.08 5.72 -4.61
H41 7.12 6.69 -5.66
H42 3.69 7.87 -4.59
H43 3.81 8.64 -3.03
H44 4.10 6.92 -3.18
C24 -7.14 -0.82 8.00
S5 -8.77 0.00 7.72
O10 -9.87 -1.04 7.88
C25 -8.61 1.18 9.08
H45 -6.42 -0.40 7.30
H46 -7.41 -1.85 7.76
H47 -6.76 -0.82 9.03
H48 -9.20 2.05 8.80
H49 -7.58 1.52 9.21
H50 -8.98 0.90 10.07
C26 10.37 3.36 4.09
S6 11.25 2.22 5.12
O11 10.24 1.16 5.51
C27 12.21 1.49 3.71
H51 9.88 2.74 3.34
H52 11.12 3.95 3.56
H53 9.75 4.03 4.68
H54 11.67 1.44 2.77
H55 12.71 0.57 4.00
H56 13.03 2.16 3.45
C28 8.62 -7.69 -5.36
C29 8.81 -8.15 -6.73
C30 7.78 -8.80 -7.33
C31 6.48 -8.88 -6.70
C32 6.32 -8.30 -5.43
C33 7.37 -7.72 -4.71
H57 9.40 -7.14 -4.86
H58 9.79 -8.21 -7.17
H59 7.87 -9.20 -8.33
H60 5.60 -9.32 -7.16
H61 5.41 -8.39 -4.86
H62 7.28 -7.23 -3.75
C34 -2.73 -12.72 -4.80
C35 -1.87 -11.59 -4.75
C36 -2.19 -10.51 -3.97
C37 -3.35 -10.47 -3.13
C38 -4.12 -11.63 -3.19
C39 -3.81 -12.69 -4.03
H63 -2.45 -13.52 -5.47
H64 -1.00 -11.55 -5.39
H65 -1.44 -9.73 -4.06
H66 -3.67 -9.76 -2.38
H67 -4.92 -11.62 -2.46
H68 -4.28 -13.65 -3.86
O12 0.91 -4.96 -10.42
C40 1.79 -4.39 -9.86
O13 3.08 -4.39 -10.34
C41 3.92 -3.54 -9.52
C42 2.83 -2.58 -8.91
C43 1.63 -3.47 -8.70
H69 4.70 -2.96 -10.01
H70 4.31 -4.27 -8.81
H71 2.56 -1.86 -9.68
H72 3.21 -1.91 -8.13
H73 0.66 -2.97 -8.63
H74 1.72 -4.06 -7.78
O14 -2.94 7.29 -6.79
C44 -3.36 6.13 -7.14
O15 -4.69 5.79 -6.93
C45 -4.89 4.38 -7.07
C46 -3.66 3.83 -7.72
C47 -2.54 4.95 -7.66
H75 -5.73 4.21 -7.74
H76 -5.18 3.96 -6.11
H77 -3.69 3.62 -8.79
H78 -3.19 2.95 -7.29
H79 -2.31 5.16 -8.70
H80 -1.73 4.81 -6.94
O16 -10.01 2.78 1.04
C48 -9.80 3.89 1.50
O17 -8.83 4.66 0.90
C49 -8.66 5.95 1.49
C50 -9.40 5.82 2.86
C51 -10.42 4.70 2.64
H81 -9.11 6.64 0.78
H82 -7.63 6.22 1.72
H83 -9.87 6.77 3.11
H84 -8.81 5.56 3.74
H85 -11.42 5.01 2.34
H86 -10.44 4.01 3.49